{
  "formula": "C5H17N2O",
  "method": "ωB97M-V/def2-TZVPD",
  "e_above_lowest_ev": 1.1371,
  "e_lumo_ha": -0.105,
  "total_charge": 1,
  "gap_ev": 10.78,
  "homo_energy_ev": -13.63,
  "energy_ha": -385.198952,
  "symbols": ["N", "C", "C", "C", "C", "C", "N", "H", "H", "H", "H", "H", "H", "H", "H", "H", "H", "H", "H", "H", "H", "H", "H", "H", "O"],
  "positions_angstrom": [[-0.98, 0.75, 0.56], [-0.94, 0.16, -0.81], [0.52, 0.09, -1.33], [1.50, -0.86, -0.57], [2.10, -0.28, 0.74], [-1.69, -1.21, -0.86], [-2.76, -1.18, 0.12], [-1.83, 1.30, 0.70], [-1.01, 0.05, 1.31], [-0.14, 1.32, 0.78], [-1.21, 0.98, -1.48], [0.89, 1.14, -1.30], [0.58, -0.12, -2.40], [2.25, -1.11, -1.32], [0.93, -1.76, -0.34], [3.04, -0.91, 0.89], [1.47, -0.54, 1.58], [2.66, 0.63, 0.57], [-1.90, -1.41, -1.92], [-0.89, -1.96, -0.60], [-3.72, -1.12, -0.18], [-2.69, -1.95, 0.77], [1.44, 2.07, 2.24], [1.44, 3.31, 1.20], [0.93, 2.62, 1.63]]
}

{
  "formula": "C5H17N2O",
  "method": "ωB97M-V/def2-TZVPD",
  "e_above_lowest_ev": 1.8152,
  "e_lumo_ha": -0.120,
  "total_charge": 1,
  "gap_ev": 9.30,
  "homo_energy_ev": -12.58,
  "energy_ha": -385.174033,
  "symbols": ["N", "C", "C", "C", "N", "C", "C", "H", "H", "H", "H", "H", "H", "H", "H", "H", "H", "H", "H", "H", "H", "H", "H", "H", "O"],
  "positions_angstrom": [[0.93, 0.55, -1.94], [-0.30, 0.54, -1.09], [-1.00, 1.90, -0.96], [-0.04, -0.19, 0.21], [0.20, -1.59, -0.17], [1.18, -2.30, 0.64], [-1.10, -2.34, -0.22], [1.40, -0.35, -1.75], [0.81, 0.86, -2.90], [1.55, 1.29, -1.57], [-1.16, -0.05, -1.51], [-0.28, 2.71, -1.18], [-1.94, 2.08, -1.44], [-1.13, 2.09, 0.13], [0.86, 0.13, 0.76], [-0.95, -0.16, 0.86], [0.90, -2.52, 1.69], [1.40, -3.26, 0.19], [2.02, -1.61, 0.74], [-1.01, -3.24, -0.83], [-1.87, -1.76, -0.71], [-1.25, -2.71, 0.80], [-0.13, 3.93, 3.22], [0.89, 3.01, 3.74], [0.04, 2.98, 3.28]]
}

{
  "formula": "C5H17N2O",
  "method": "ωB97M-V/def2-TZVPD",
  "e_above_lowest_ev": 1.4025,
  "e_lumo_ha": -0.116,
  "total_charge": 1,
  "gap_ev": 9.60,
  "homo_energy_ev": -12.75,
  "energy_ha": -385.189198,
  "symbols": ["C", "C", "C", "C", "C", "N", "N", "H", "H", "H", "H", "H", "H", "H", "H", "H", "H", "H", "H", "H", "H", "H", "H", "H", "O"],
  "positions_angstrom": [[-2.22, 0.20, 0.97], [-1.38, -0.40, -0.15], [-0.39, -1.51, 0.30], [0.53, -1.91, -0.88], [1.34, -0.80, -1.50], [2.18, 0.04, -0.56], [-1.53, 1.32, 1.65], [-3.20, 0.57, 0.63], [-2.38, -0.51, 1.81], [-2.05, -0.86, -0.91], [-1.03, 0.43, -0.77], [-1.18, -2.22, 0.64], [0.23, -1.15, 1.13], [0.99, -2.81, -0.43], [-0.03, -2.48, -1.65], [1.98, -1.31, -2.24], [0.70, -0.09, -2.05], [1.60, 0.21, 0.25], [3.05, -0.44, -0.34], [2.46, 0.85, -1.12], [-1.18, 1.19, 2.58], [-2.08, 2.17, 1.76], [0.27, 1.85, 0.01], [1.03, 2.95, 0.74], [1.09, 2.39, -0.03]]
}

{
  "formula": "C5H17N2O",
  "method": "ωB97M-V/def2-TZVPD",
  "e_above_lowest_ev": 0.7500,
  "e_lumo_ha": -0.109,
  "total_charge": 1,
  "gap_ev": 9.97,
  "homo_energy_ev": -12.94,
  "energy_ha": -385.213178,
  "symbols": ["N", "C", "C", "C", "N", "C", "C", "H", "H", "H", "H", "H", "H", "H", "H", "H", "H", "H", "H", "H", "H", "H", "H", "H", "O"],
  "positions_angstrom": [[-1.04, 0.44, 1.42], [-0.90, -1.07, 1.37], [-2.24, -1.65, 1.05], [0.22, -1.33, 0.35], [1.17, -0.23, 0.38], [1.57, 0.25, -0.95], [2.54, 1.41, -0.85], [-1.74, 0.69, 2.13], [-0.16, 0.83, 1.77], [-1.25, 0.83, 0.51], [-0.54, -1.35, 2.35], [-2.29, -2.70, 1.35], [-2.46, -1.79, -0.01], [-3.10, -1.17, 1.54], [0.70, -2.31, 0.41], [-0.22, -1.32, -0.64], [1.99, -0.41, 0.97], [2.01, -0.54, -1.54], [0.63, 0.52, -1.41], [3.54, 1.03, -0.60], [2.21, 2.07, -0.05], [2.73, 1.94, -1.77], [-0.43, 2.30, -2.76], [-1.84, 1.75, -2.71], [-0.97, 1.65, -2.30]]
}

{
  "formula": "C5H17N2O",
  "method": "ωB97M-V/def2-TZVPD",
  "e_above_lowest_ev": 1.3306,
  "e_lumo_ha": -0.122,
  "total_charge": 1,
  "gap_ev": 9.60,
  "homo_energy_ev": -12.91,
  "energy_ha": -385.191841,
  "symbols": ["C", "C", "C", "C", "C", "N", "N", "H", "H", "H", "H", "H", "H", "H", "H", "H", "H", "H", "H", "H", "H", "H", "H", "H", "O"],
  "positions_angstrom": [[1.87, 1.39, 0.47], [1.24, 0.60, -0.70], [-0.29, 0.76, -0.87], [-0.89, -0.18, -1.91], [-1.45, -1.57, -1.57], [-1.74, -1.84, -0.11], [1.64, 1.05, 1.87], [2.95, 1.49, 0.29], [1.50, 2.41, 0.27], [1.77, 0.99, -1.57], [1.51, -0.47, -0.70], [-0.34, 1.80, -1.26], [-0.91, 0.92, 0.00], [-1.77, 0.34, -2.35], [-0.24, -0.26, -2.79], [-2.44, -1.77, -1.98], [-0.79, -2.39, -1.84], [-2.33, -2.66, 0.00], [-0.92, -1.93, 0.50], [-2.21, -1.05, 0.32], [1.69, 1.81, 2.54], [2.34, 0.42, 2.24], [0.20, 0.50, 2.47], [0.05, -0.25, 3.75], [-0.46, -0.11, 2.95]]
}

{
  "formula": "C5H17N2O",
  "method": "ωB97M-V/def2-TZVPD",
  "e_above_lowest_ev": 3.1877,
  "e_lumo_ha": -0.104,
  "total_charge": 1,
  "gap_ev": 10.30,
  "homo_energy_ev": -13.12,
  "energy_ha": -385.123596,
  "symbols": ["C", "N", "C", "C", "C", "N", "C", "H", "H", "H", "H", "H", "H", "H", "H", "H", "H", "H", "H", "H", "H", "H", "H", "H", "O"],
  "positions_angstrom": [[-1.29, 1.16, -0.37], [-1.55, -0.22, -0.82], [-1.05, -0.48, -2.21], [-1.29, -1.95, -2.55], [0.29, 1.11, 0.18], [0.42, -0.08, 1.03], [0.38, 0.38, 2.41], [-1.54, 1.99, -1.10], [-1.85, 1.37, 0.53], [-2.50, -0.47, -0.69], [-1.03, 0.47, -2.88], [0.09, -0.45, -2.28], [-0.63, -2.59, -3.10], [-2.29, -2.13, -2.94], [-1.08, -2.54, -1.64], [0.35, 2.16, 0.70], [1.02, 1.11, -0.57], [1.38, -0.56, 0.90], [-0.45, -0.80, 0.85], [0.31, -0.45, 3.09], [-0.44, 1.04, 2.74], [1.24, 1.09, 2.75], [3.38, 0.84, 2.18], [4.53, 0.06, 1.98], [3.60, -0.06, 1.81]]
}

{
  "formula": "C5H17N2O2S",
  "method": "ωB97M-V/def2-TZVPD",
  "spin_multiplicity": 2,
  "e_lumo_ha": [0.021, -0.085],
  "s2": 0.75,
  "gap_ev": [9.59, 6.64],
  "homo_energy_ev": [-9.01, -8.96],
  "energy_ha": -858.781201,
  "symbols": ["N", "C", "C", "S", "C", "N", "C", "C", "H", "H", "H", "H", "H", "H", "H", "H", "H", "H", "H", "H", "H", "H", "H", "O", "H", "H", "O"],
  "positions_angstrom": [[0.66, 1.69, 0.76], [-0.10, 0.50, 0.44], [-1.50, 0.44, 1.12], [-1.38, 0.40, 2.91], [0.88, -0.75, 0.68], [1.34, -1.12, -0.66], [2.46, -0.31, -1.09], [1.67, -2.56, -0.59], [1.14, 1.64, 1.65], [0.10, 2.54, 0.84], [-0.35, 0.53, -0.64], [-2.17, 1.28, 0.92], [-1.93, -0.53, 0.85], [0.34, -1.46, 1.30], [1.68, -0.46, 1.38], [2.62, 0.49, -0.36], [2.14, 0.37, -1.92], [3.32, -0.87, -1.42], [1.72, -2.93, -1.60], [0.94, -3.14, -0.05], [2.63, -2.71, -0.08], [0.08, -1.10, -2.74], [-0.42, -0.11, -3.71], [-0.09, -1.02, -3.69], [-2.76, 1.54, -0.87], [-1.39, 1.90, -1.21], [-2.28, 1.96, -1.57]]
}

{
  "formula": "C5H17N3O",
  "method": "ωB97M-V/def2-TZVPD",
  "e_above_lowest_ev": 3.0486,
  "spin_multiplicity": 2,
  "e_lumo_ha": [-0.120, -0.307],
  "s2": 0.76,
  "total_charge": 1,
  "gap_ev": [9.50, 4.39],
  "homo_energy_ev": [-12.77, -12.74],
  "energy_ha": -439.773149,
  "symbols": ["C", "N", "C", "C", "C", "N", "C", "N", "H", "H", "H", "H", "H", "H", "H", "H", "H", "H", "H", "H", "H", "H", "H", "H", "H", "O"],
  "positions_angstrom": [[1.39, 0.16, -0.92], [2.09, 1.00, 0.13], [1.57, 1.11, 1.48], [0.46, -1.08, -0.33], [0.88, -2.36, -0.91], [-0.93, -0.54, -0.51], [-1.99, -1.30, 0.17], [-2.79, -0.35, 1.00], [2.06, -0.13, -1.69], [0.54, 0.79, -1.49], [3.07, 0.63, 0.16], [0.52, 1.14, 1.69], [2.11, 0.46, 2.26], [1.63, 2.23, 1.78], [0.74, -0.89, 0.79], [1.46, -3.02, -0.10], [1.62, -2.34, -1.79], [0.18, -2.99, -1.38], [-1.20, -0.08, -1.30], [-2.68, -1.70, -0.58], [-1.68, -2.27, 0.77], [-2.27, -0.06, 1.84], [-2.79, 0.55, 0.46], [-0.89, 1.87, -0.25], [0.28, 2.95, -0.16], [-0.66, 2.86, -0.29]]
}

Q: What is the formula in the first record?
A: C5H17N2O